{"formula": "C10H18BClNO2S2", "method": "the ωB97M-V functional and the def2-TZVPD basis", "elements": ["O", "C", "Cl", "C", "B", "C", "C", "C", "S", "C", "S", "N", "C", "C", "O", "C", "C", "H", "H", "H", "H", "H", "H", "H", "H", "H", "H", "H", "H", "H", "H", "H", "H", "H", "H"], "positions_angstrom": [[1.586, -4.044, 1.970], [1.590, -3.357, 0.797], [0.846, -4.089, -0.744], [2.282, -1.865, 0.742], [1.841, -0.980, -0.610], [2.642, 0.467, -0.523], [1.948, 1.313, 0.688], [1.339, 2.774, 0.297], [0.603, 2.936, -1.408], [-0.955, 1.924, -1.634], [-1.910, 2.313, -3.029], [-1.355, 0.832, -0.666], [-2.315, 1.327, 0.404], [-2.937, 0.127, 1.332], [-3.426, -1.049, 0.541], [-2.295, -1.566, -0.278], [-1.956, -0.371, -1.382], [1.957, -1.319, 1.751], [3.465, -1.908, 0.701], [0.658, -0.871, -0.524], [2.101, -1.626, -1.557], [3.752, 0.193, -0.179], [2.754, 1.024, -1.543], [1.144, 0.643, 1.253], [2.801, 1.505, 1.500], [0.459, 2.992, 1.073], [2.142, 3.629, 0.505], [-3.114, 2.041, -0.083], [-1.678, 2.019, 1.138], [-3.796, 0.553, 2.016], [-2.029, -0.291, 1.985], [-1.355, -1.836, 0.385], [-2.587, -2.512, -0.910], [-1.198, -0.831, -2.147], [-3.003, -0.094, -1.863]], "forces_ev_per_angstrom": [[-0.562, 3.823, -7.982], [1.654, -1.834, 7.046], [0.712, 0.622, 1.780], [-0.119, -0.423, 0.360], [0.429, 0.123, 1.072], [0.942, 0.159, 0.684], [1.107, 0.178, 0.687], [-0.609, -0.630, 2.585], [-1.433, -0.871, 0.407], [-0.976, -0.179, 0.041], [2.024, -0.751, 2.479], [-0.648, 0.743, -1.313], [0.353, 1.251, 0.737], [1.319, -0.513, -0.383], [1.707, 0.952, 0.331], [0.674, 1.164, -0.913], [-0.504, -1.242, 0.404], [0.777, -1.566, -1.890], [-2.294, -0.623, 0.424], [-0.639, 0.327, -0.172], [0.436, -0.446, -0.959], [-2.036, 0.824, -0.714], [-0.424, -0.665, 1.954], [1.468, 1.554, -1.514], [-1.888, -0.150, -1.518], [1.855, -0.280, -1.674], [-1.769, -1.755, -1.132], [1.087, -1.593, 0.888], [-1.374, -1.434, -1.431], [1.675, -1.052, -1.569], [-1.958, 1.036, -1.137], [-1.867, 0.703, -1.279], [0.110, 1.887, 1.556], [-1.413, 1.254, 1.419], [2.186, -0.591, 0.729]], "lowdin_charge": [-0.150, -0.579, 0.514, -0.195, -0.628, -0.241, -0.287, -0.490, 0.799, -0.950, 0.512, -0.214, -0.163, -0.153, -0.233, -0.158, -0.189, 0.106, 0.111, 0.021, 0.016, 0.087, 0.072, 0.098, 0.109, 0.070, 0.095, 0.121, 0.124, 0.134, 0.137, 0.123, 0.133, 0.137, 0.113], "e_homo_ev": -5.43, "total_charge": -1, "homo_lumo_gap_ha": 0.2804}


{"formula": "C9H8N2O2", "method": "the ωB97M-V functional and the def2-TZVPD basis", "elements": ["C", "C", "C", "C", "C", "C", "C", "C", "C", "H", "H", "H", "H", "H", "H", "H", "H", "N", "N", "O", "O"], "positions_angstrom": [[-2.348, -0.500, -0.113], [-1.277, 1.312, -0.166], [-0.552, 0.372, 0.766], [0.922, 0.073, 0.465], [1.931, 1.002, 0.364], [3.161, 0.616, -0.010], [3.421, -0.517, -0.354], [2.415, -1.607, -0.445], [1.174, -1.278, 0.072], [-4.132, -1.285, -0.790], [-2.995, -2.443, -1.008], [-0.944, 0.896, 1.940], [1.556, 2.287, 0.554], [3.769, 1.187, -0.420], [4.362, -1.047, -0.452], [2.699, -2.759, -0.937], [0.271, -1.968, 0.268], [-3.336, -1.486, -0.143], [-2.231, 0.588, -0.728], [-0.855, 2.447, -0.520], [-1.482, -0.625, 0.954]], "forces_ev_per_angstrom": [[-0.245, -1.293, 2.090], [4.829, 4.187, -1.468], [-0.609, 4.281, 5.461], [-0.951, -1.160, 0.055], [-5.080, 5.224, 1.531], [-4.925, 5.245, 3.749], [0.628, -16.032, -2.956], [0.764, -1.250, 0.007], [-1.256, -0.691, 0.250], [0.797, 1.006, 1.043], [-0.458, 3.428, 3.837], [2.544, -0.551, -2.962], [1.510, -4.349, -0.675], [5.998, 6.579, -1.917], [0.768, 1.289, -0.859], [-0.856, 3.745, 1.806], [1.803, 0.738, -0.825], [0.451, -3.914, -4.728], [-3.286, 0.320, -2.774], [-1.712, -3.240, 1.360], [-0.716, -3.564, -2.022]], "lowdin_charge": [-0.451, -0.430, -0.215, -0.156, -0.010, -0.185, -0.129, -0.036, -0.053, 0.084, 0.259, 0.260, 0.222, 0.059, 0.115, 0.173, 0.135, 0.103, 0.215, 0.045, -0.005], "e_homo_ev": -9.21, "homo_lumo_gap_ha": 0.3233}


{"formula": "C47H75IrN6O2Si", "method": "the ωB97M-V functional and the def2-TZVPD basis", "elements": ["Ir", "C", "N", "C", "C", "C", "N", "C", "C", "C", "C", "C", "C", "C", "O", "C", "C", "C", "C", "C", "C", "C", "C", "C", "C", "C", "C", "C", "C", "C", "O", "C", "C", "C", "C", "C", "C", "C", "C", "H", "H", "H", "H", "H", "H", "H", "H", "H", "H", "H", "H", "H", "H", "H", "H", "H", "H", "H", "H", "H", "H", "H", "H", "H", "H", "H", "H", "H", "H", "H", "H", "H", "H", "H", "H", "H", "H", "H", "H", "H", "H", "H", "H", "H", "H", "H", "H", "H", "H", "H", "H", "H", "H", "C", "Si", "C", "C", "C", "C", "C", "C", "C", "H", "H", "H", "H", "H", "H", "H", "H", "H", "H", "H", "C", "C", "C", "C", "N", "C", "N", "N", "N", "H", "H", "H", "H", "H", "H", "H", "H", "H", "H"], "positions_angstrom": [[-0.314, -0.319, -0.634], [1.145, -3.082, -2.154], [0.793, -2.723, -0.783], [-0.098, -3.749, -0.256], [1.988, -2.682, 0.056], [2.915, -1.530, -0.306], [2.221, -0.238, -0.460], [2.839, 0.425, -1.612], [2.330, 1.729, -2.188], [3.097, 2.186, -3.250], [2.741, 3.293, -4.002], [1.620, 3.999, -3.571], [0.826, 3.600, -2.510], [1.140, 2.390, -1.807], [0.375, 1.932, -0.850], [-0.427, 4.399, -2.145], [-0.512, 5.740, -2.881], [-0.464, 4.694, -0.637], [-1.643, 3.558, -2.562], [3.514, 3.651, -5.268], [4.942, 4.088, -4.913], [2.847, 4.781, -6.057], [3.570, 2.418, -6.186], [2.339, 0.572, 0.783], [2.133, -0.217, 2.051], [3.200, -0.402, 2.912], [3.084, -1.144, 4.080], [1.822, -1.645, 4.376], [0.701, -1.477, 3.575], [0.856, -0.786, 2.331], [-0.111, -0.697, 1.465], [-0.604, -2.111, 4.090], [-1.862, -1.773, 3.287], [-0.858, -1.633, 5.533], [-0.453, -3.642, 4.083], [4.250, -1.418, 5.026], [5.583, -0.923, 4.461], [3.990, -0.703, 6.361], [4.377, -2.929, 5.279], [1.735, -4.010, -2.175], [1.727, -2.290, -2.621], [0.236, -3.227, -2.735], [0.379, -4.740, -0.297], [-1.021, -3.769, -0.827], [-0.342, -3.524, 0.783], [2.558, -3.622, -0.048], [1.683, -2.605, 1.097], [3.419, -1.779, -1.241], [3.691, -1.462, 0.462], [2.783, -0.288, -2.440], [3.911, 0.573, -1.392], [3.990, 1.625, -3.510], [1.351, 4.894, -4.108], [0.390, 6.336, -2.735], [-1.360, 6.307, -2.492], [-0.673, 5.598, -3.951], [0.398, 5.302, -0.354], [-0.441, 3.770, -0.066], [-1.373, 5.248, -0.385], [-1.593, 3.343, -3.631], [-2.577, 4.087, -2.361], [-1.650, 2.613, -2.020], [4.918, 4.988, -4.296], [5.509, 4.307, -5.821], [5.469, 3.309, -4.361], [2.827, 5.707, -5.481], [1.827, 4.515, -6.338], [3.413, 4.968, -6.972], [4.135, 1.605, -5.732], [4.048, 2.677, -7.133], [2.561, 2.057, -6.393], [1.597, 1.365, 0.714], [3.336, 1.035, 0.818], [4.150, 0.044, 2.643], [1.708, -2.208, 5.295], [-2.052, -0.701, 3.286], [-2.720, -2.279, 3.742], [-1.771, -2.110, 2.258], [-0.790, -0.546, 5.593], [-0.151, -2.059, 6.243], [-1.861, -1.931, 5.848], [-0.378, -4.012, 3.058], [-1.329, -4.101, 4.548], [0.437, -3.963, 4.624], [5.583, 0.161, 4.341], [5.797, -1.386, 3.497], [6.390, -1.183, 5.148], [3.887, 0.370, 6.200], [4.819, -0.875, 7.052], [3.073, -1.066, 6.826], [4.528, -3.462, 4.339], [3.486, -3.333, 5.759], [5.230, -3.126, 5.933], [-0.664, -0.244, -2.695], [-2.281, 0.873, 0.046], [-2.086, 1.636, 1.784], [-3.808, 1.870, -0.535], [-3.875, 3.240, -0.275], [-5.052, 3.950, -0.443], [-6.199, 3.307, -0.890], [-6.140, 1.960, -1.209], [-4.954, 1.258, -1.046], [-0.641, 0.771, -3.096], [-1.617, -0.696, -2.991], [0.132, -0.792, -3.211], [-1.854, 2.698, 1.689], [-1.271, 1.176, 2.338], [-3.009, 1.550, 2.363], [-2.990, 3.759, 0.072], [-5.080, 5.005, -0.205], [-7.124, 3.856, -1.003], [-7.026, 1.448, -1.563], [-4.928, 0.208, -1.315], [-4.591, -5.447, 0.893], [-5.413, -4.744, -0.188], [-4.843, -5.040, -1.579], [-5.512, -3.234, 0.086], [-4.244, -2.613, 0.511], [-4.203, -1.292, 0.838], [-3.131, -0.779, 0.300], [-2.487, -1.743, -0.349], [-3.114, -2.830, -0.267], [-4.673, -6.527, 0.777], [-4.945, -5.178, 1.890], [-3.541, -5.168, 0.812], [-6.439, -5.123, -0.158], [-3.831, -4.653, -1.660], [-5.457, -4.584, -2.357], [-4.826, -6.116, -1.753], [-6.211, -3.063, 0.907], [-5.897, -2.725, -0.801], [-4.965, -0.758, 1.378]], "forces_ev_per_angstrom": [[-0.275, 4.535, -0.912], [-0.022, 0.097, -0.003], [-0.155, -0.424, -0.023], [0.044, -0.011, 0.125], [0.128, 0.201, 0.142], [-0.038, -0.124, -0.033], [0.155, -0.428, 0.024], [0.068, 0.030, -0.166], [-0.387, 0.092, 0.332], [-0.068, 0.151, -0.081], [-0.077, -0.009, 0.052], [0.166, -0.006, -0.148], [-0.091, -0.256, 0.452], [0.797, 0.012, -1.103], [-1.362, -1.877, 0.989], [-0.088, -0.090, -0.019], [0.010, -0.128, 0.031], [-0.059, -0.012, -0.102], [0.067, 0.131, 0.037], [0.078, 0.020, -0.026], [-0.082, -0.010, -0.063], [0.073, -0.080, 0.109], [0.021, 0.109, 0.024], [-0.121, 0.029, 0.121], [-0.314, -0.104, -0.035], [0.017, -0.073, 0.100], [0.059, -0.070, 0.020], [0.096, 0.091, -0.046], [-0.057, 0.164, -0.392], [0.641, 0.094, 0.360], [-0.560, -0.129, 0.039], [0.122, -0.056, 0.022], [-0.063, -0.063, -0.026], [-0.090, -0.056, -0.067], [-0.140, 0.109, 0.023], [-0.059, 0.028, 0.096], [-0.127, -0.026, 0.045], [0.115, -0.068, -0.071], [0.036, 0.118, -0.019], [-0.023, -0.020, -0.010], [-0.019, 0.013, -0.028], [0.009, 0.052, -0.039], [-0.051, -0.034, 0.012], [0.040, -0.124, -0.131], [0.010, 0.060, 0.016], [-0.046, -0.008, -0.017], [-0.077, -0.005, -0.029], [0.000, 0.079, -0.008], [0.039, -0.033, -0.036], [0.067, -0.058, 0.084], [-0.015, -0.055, -0.025], [-0.010, -0.047, -0.021], [-0.076, -0.002, 0.005], [0.005, 0.046, 0.001], [-0.032, 0.002, -0.001], [0.046, 0.052, -0.034], [-0.001, 0.017, 0.052], [0.064, 0.025, 0.061], [0.023, 0.092, -0.030], [-0.014, -0.032, -0.019], [0.016, 0.014, -0.026], [0.007, -0.021, -0.099], [0.033, 0.005, 0.037], [0.034, 0.002, -0.006], [0.012, -0.011, 0.026], [-0.046, 0.044, -0.021], [-0.033, 0.042, -0.003], [0.010, 0.016, -0.010], [0.000, -0.034, 0.004], [0.030, -0.025, -0.020], [-0.010, -0.027, -0.020], [0.130, 0.038, -0.067], [0.016, -0.066, -0.038], [0.023, -0.009, -0.039], [-0.024, -0.012, 0.030], [-0.016, 0.039, -0.072], [0.013, -0.003, 0.104], [0.036, 0.023, -0.049], [-0.005, 0.018, 0.003], [0.039, 0.022, 0.004], [-0.008, -0.037, 0.045], [0.040, -0.027, -0.022], [-0.003, -0.075, 0.008], [0.006, -0.005, 0.023], [0.035, 0.024, -0.048], [0.033, 0.027, -0.035], [0.024, 0.009, 0.017], [-0.005, 0.027, 0.024], [-0.003, 0.010, 0.050], [-0.025, 0.007, 0.024], [0.012, -0.025, -0.007], [-0.020, -0.026, 0.004], [0.010, -0.038, 0.017], [0.248, -0.038, 0.403], [1.923, 0.283, 0.362], [0.063, -0.310, -0.345], [0.193, -0.440, -0.303], [0.020, -0.075, 0.176], [-0.013, 0.026, 0.018], [0.064, -0.006, -0.059], [-0.147, -0.041, 0.006], [0.098, -0.004, 0.082], [-0.051, 0.041, 0.070], [-0.031, -0.046, -0.027], [-0.009, -0.029, -0.089], [-0.056, 0.062, -0.072], [0.035, -0.100, -0.100], [-0.073, 0.068, -0.020], [-0.061, 0.015, 0.065], [0.009, 0.026, -0.031], [-0.015, -0.001, 0.002], [0.006, 0.013, -0.083], [-0.069, -0.024, -0.056], [-0.269, 0.121, -0.033], [0.473, 0.012, -0.032], [-0.224, 0.073, 0.127], [-0.628, -1.006, 0.471], [0.702, 1.811, -1.170], [-0.163, -0.964, -0.356], [-0.942, 0.130, 1.018], [0.615, -1.414, -0.030], [-0.953, -0.146, 0.384], [0.045, -0.021, 0.028], [0.040, -0.061, 0.062], [0.046, -0.062, 0.037], [-0.012, 0.121, 0.058], [0.063, -0.086, -0.112], [0.029, 0.003, -0.045], [0.020, -0.007, -0.009], [0.036, 0.035, -0.004], [0.229, 0.147, 0.076], [0.005, 0.041, 0.082]], "lowdin_charge": [1.109, -0.096, -0.297, -0.113, -0.182, -0.161, -0.182, -0.152, -0.114, -0.011, -0.177, 0.013, -0.082, -0.309, -0.240, -0.518, -0.068, -0.041, -0.039, -0.560, -0.050, -0.070, -0.054, -0.117, -0.149, -0.002, -0.179, -0.009, -0.084, -0.324, -0.297, -0.521, -0.073, -0.050, -0.038, -0.561, -0.070, -0.048, -0.052, 0.095, 0.066, 0.088, 0.097, 0.051, 0.065, 0.131, 0.108, 0.110, 0.127, 0.113, 0.134, 0.117, 0.082, 0.088, 0.082, 0.082, 0.094, 0.058, 0.075, 0.097, 0.077, 0.035, 0.087, 0.081, 0.077, 0.083, 0.088, 0.081, 0.073, 0.080, 0.090, 0.106, 0.131, 0.105, 0.097, 0.071, 0.082, 0.047, 0.093, 0.074, 0.079, 0.072, 0.083, 0.078, 0.083, 0.085, 0.082, 0.088, 0.081, 0.076, 0.088, 0.071, 0.081, -0.292, 0.667, -0.172, -0.265, -0.121, -0.070, -0.085, -0.092, -0.118, -0.020, -0.023, -0.026, 0.025, 0.014, 0.035, 0.080, 0.108, 0.102, 0.099, 0.087, -0.070, -0.406, -0.075, -0.102, -0.016, -0.037, -0.089, 0.014, 0.131, 0.084, 0.081, 0.068, 0.136, 0.058, 0.080, 0.082, 0.133, 0.132, 0.170], "e_homo_ev": [-6.45, -6.54], "homo_lumo_gap_ha": [0.2037, 0.2067]}


{"formula": "C2H3N2S2", "method": "the ωB97M-V functional and the def2-TZVPD basis", "elements": ["C", "C", "N", "N", "S", "S", "H", "H", "H"], "positions_angstrom": [[0.028, 1.048, 0.628], [-0.693, -1.599, -0.369], [-0.859, -1.037, 0.679], [0.655, 1.036, -0.544], [-0.325, -1.705, -1.933], [-0.300, 1.634, 2.018], [-0.585, -1.373, 1.551], [0.943, 0.184, -1.081], [1.136, 1.812, -0.947]], "forces_ev_per_angstrom": [[2.035, 1.397, -0.992], [1.111, 0.734, -3.936], [-0.559, 0.237, -0.521], [-0.919, -1.904, 1.381], [-0.756, -0.739, 2.069], [-0.072, -0.455, -1.240], [0.251, -0.712, 1.972], [-1.005, 0.219, 0.887], [-0.086, 1.224, 0.378]], "lowdin_charge": [-0.647, -0.696, 0.091, 0.123, 0.822, 1.006, 0.091, 0.071, 0.140], "e_homo_ev": [-14.32, -14.32], "total_charge": 1, "homo_lumo_gap_ha": [0.2953, 0.2953]}